C2H4INS | ωB97M-V/def2-TZVPD

```
9
Properties=species:S:1:pos:R:3:forces:R:3:mulliken_charge:R:1
I 4.08054 -0.17841 -0.10881 -0.37 0.24 0.17 -0.1343
S 0.99330 2.04302 -0.01243 -1.81 1.56 -3.04 0.1188
N 1.60641 1.00788 0.93026 1.89 -3.62 3.57 -0.2819
C 0.66473 -0.15560 0.63868 0.82 2.38 -1.05 -0.4078
C 0.01298 0.58377 -0.56400 -2.31 1.26 2.81 -0.3439
H -1.05418 0.76466 -0.27500 0.65 -0.17 -1.20 0.2726
H 0.20712 0.17250 -1.51022 0.05 -0.29 -1.28 0.3406
H 0.04714 -0.52575 1.44819 -0.11 0.45 0.24 0.2784
H 1.22332 -0.92417 0.22899 1.19 -1.82 -0.23 0.1575
```
Forces are in eV/Å.

Calculated values
DFT total energy = -829.12057 hartree
gap between HOMO and LUMO (spin up / spin down) = 8.6 / 6.0 eV
highest occupied orbital energy (spin up / spin down) = -0.3421 / -0.2983 hartree
ΔE to the lowest compared entry with this formula, charge and spin = 268.6 kJ/mol
LUMO level (spin up / spin down) = -0.02571 / -0.07929 Eh
largest force on an atom = 0.10552 Eh/bohr

---

C2H4IO3P | ωB97M-V/def2-TZVPD

```
11
Properties=species:S:1:pos:R:3:forces:R:3:mulliken_charge:R:1
I -3.39281 1.84191 0.46620 -0.03 0.28 0.16 -0.8545
P -1.23262 -0.57565 0.05508 -1.57 -2.65 -1.21 0.5720
O -1.87077 -1.68561 0.85244 0.15 1.28 0.10 -0.6620
O 1.03667 -1.67089 0.18653 1.32 -2.98 -1.49 -0.6983
O -1.41767 -0.60724 -1.43090 -0.02 0.63 0.32 -0.6091
C 0.69029 -0.50785 0.41871 -0.06 2.17 0.47 0.3034
C 1.26302 0.69366 -0.37330 -0.06 -1.63 -2.13 -1.1526
H 0.73778 1.54483 -0.04713 -0.32 1.45 0.52 0.3185
H 2.29658 0.62552 -0.05845 0.57 0.66 -0.23 0.3812
H 1.16593 0.66203 -1.55518 0.15 -0.39 2.51 0.2084
H 0.72360 -0.32071 1.48599 -0.12 1.19 0.97 0.1929
```
Forces are in eV/Å.

Calculated values
DFT total energy = -943.41728 hartree
gap between HOMO and LUMO (spin up / spin down) = 5.9 / 5.9 eV
highest occupied orbital energy (spin up / spin down) = -0.0096 / -0.0096 hartree
ΔE to the lowest compared entry with this formula, charge and spin = 290.9 kJ/mol
LUMO level (spin up / spin down) = 0.20771 / 0.20771 Eh
largest force on an atom = 0.06960 Eh/bohr
charge = -2

---

C2H4KLiO | ωB97M-V/def2-TZVPD

```
9
Properties=species:S:1:pos:R:3:forces:R:3:mulliken_charge:R:1
K 2.93624 0.19291 -1.00058 -0.50 -0.06 0.36 0.8750
O 1.02602 -0.47459 0.42641 3.10 -2.58 1.57 -1.0716
C -1.16427 -0.25972 -0.15906 -0.41 0.90 0.20 -1.1861
C 0.05017 0.50125 0.36504 0.52 -1.04 -2.41 0.5484
Li -0.02735 -1.97544 0.17628 0.06 1.03 0.15 0.6077
H -1.38642 -0.02061 -1.19733 -0.31 0.07 -0.06 0.1227
H -2.02625 -0.12738 0.49325 -0.39 0.20 -0.24 0.1485
H 0.68776 1.10782 -0.39886 -2.06 1.34 0.33 -0.2219
H -0.09591 1.05577 1.29484 0.00 0.14 0.11 0.1773
```
Forces are in eV/Å.

Calculated values
DFT total energy = -761.22237 hartree
gap between HOMO and LUMO = 4.4 eV
highest occupied orbital energy = -0.1929 hartree
ΔE to the lowest compared entry with this formula, charge and spin = 0.0 kJ/mol
LUMO level = -0.03292 Eh
largest force on an atom = 0.08410 Eh/bohr